C5H15NO3 as an isolated structure in a non-equilibrium geometry. Source: the Open Molecules 2025 dataset; level of theory: ωB97M-V/def2-TZVPD.

```
24
Properties=species:S:1:pos:R:3:forces:R:3:nbo_charge:R:1
C 1.870016 -1.406201 -0.251631 0.504 0.500 -1.902 0.67
C 0.192854 -1.405719 1.326745 -1.161 0.833 -0.506 -0.82
C 0.631925 -0.351545 2.337653 -0.023 -0.081 -0.060 -0.62
O 1.558442 -2.567050 -0.883034 -0.022 0.469 0.400 -0.68
O 1.834897 -0.312478 -0.875860 0.281 -1.140 0.990 -0.72
H 1.039806 -2.347484 -1.673471 0.125 0.009 0.077 0.49
H 0.451600 -0.055569 -1.132614 -1.379 -0.016 0.175 0.51
H 2.577283 -1.577314 0.561659 -0.369 0.045 0.169 0.16
H -0.884741 -1.605303 1.435495 -0.094 -0.092 0.384 0.22
H 0.637158 -2.377266 1.534341 0.134 0.018 -0.320 0.22
H 1.673598 -0.059814 2.176948 0.058 -0.004 0.076 0.19
H 0.534199 -0.694423 3.370832 0.055 0.086 0.011 0.20
H 0.041901 0.563245 2.241725 -0.045 0.002 0.039 0.19
C -1.160589 1.173954 -0.607305 0.043 -0.406 -0.169 0.24
C -2.098075 1.536984 -1.742575 0.086 0.024 0.157 -0.62
N -0.177113 2.181981 -0.394711 0.049 0.039 -0.043 -0.84
O -0.588918 -0.154941 -0.909720 0.479 0.978 -0.761 -0.77
H -0.257181 -0.793320 0.155301 1.297 -1.209 1.327 0.42
H -1.720277 1.031399 0.321101 0.032 -0.012 -0.039 0.17
H 0.329869 2.407385 -1.242743 -0.030 -0.014 0.010 0.36
H 0.491409 1.929058 0.322421 -0.034 -0.016 0.005 0.38
H -2.832041 0.747461 -1.891655 0.021 0.000 -0.008 0.22
H -2.611552 2.468920 -1.510721 -0.017 0.003 -0.009 0.22
H -1.534471 1.668041 -2.668180 0.015 -0.016 -0.001 0.21
```
Positions in Å, forces in eV/Å.

For the HOMO-LUMO gap, the calculation gives 9.32 eV. The spin multiplicity is 1. The highest occupied orbital energy comes out at -8.4640 eV.

An isolated ion of composition C4H10NO2 and charge +1 in a non-equilibrium geometry. Source: the Open Molecules 2025 dataset; level of theory: ωB97M-V/def2-TZVPD.

```
17
Properties=species:S:1:pos:R:3:forces:R:3:nbo_charge:R:1
C -0.226449 -1.519658 -0.204542 -0.435 0.222 0.598 -0.48
C -1.253549 -0.651820 -0.809170 0.621 0.783 -1.334 0.07
C -0.179757 -0.047138 0.075774 1.479 -0.843 -2.041 0.20
C 0.967349 0.785493 -0.595914 -1.917 -0.853 3.631 -0.22
N 1.617534 1.413652 0.612075 0.559 -1.538 2.065 -0.69
O -2.534028 -0.609254 -0.339375 -0.085 1.516 0.430 -0.68
O -0.431944 0.419841 1.355962 -0.562 -0.124 -0.460 -0.72
H -0.647618 -2.165207 0.514485 0.020 -0.670 1.183 0.23
H 0.502292 -1.952169 -0.820848 0.845 -0.567 -0.815 0.23
H -1.218887 -0.607851 -1.900123 0.241 0.698 0.189 0.20
H 0.485789 1.465158 -1.223378 -0.160 1.698 -0.816 0.24
H 1.712740 0.257337 -1.074289 1.189 -1.381 -1.205 0.23
H 1.216351 1.021342 1.546319 -0.630 1.110 -1.869 0.48
H 1.537023 2.405444 0.605609 0.243 1.036 0.269 0.45
H 2.560216 1.086898 0.838395 0.529 0.618 -1.205 0.44
H -2.764939 -1.461886 -0.053669 -0.930 -1.856 0.556 0.48
H -1.342123 0.159819 1.472688 -1.006 0.151 0.823 0.52
```
Positions in Å, forces in eV/Å.

For the HOMO-LUMO gap, the calculation gives 10.23 eV. The spin multiplicity is 1. The SMILES is [NH3+]C[C@]1(O)C[C@H]1O. As for the charge: +1. The highest occupied orbital energy comes out at -13.7941 eV.

A 2-piece molecular cluster, C4H14N2O2 overall in a non-equilibrium geometry. Source: the Open Molecules 2025 dataset; level of theory: ωB97M-V/def2-TZVPD.

```
22
Properties=species:S:1:pos:R:3:forces:R:3:nbo_charge:R:1
N 2.111431 1.104252 -1.320579 -0.752 -0.930 0.497 -0.82
C 0.685950 1.284665 -1.725167 0.343 0.520 0.352 -0.24
C -0.073630 0.005860 -2.098153 1.122 0.263 0.694 -0.24
N -0.330139 -0.946972 -1.015117 -1.058 0.649 -0.002 -0.62
C -1.494485 -0.515846 -0.194937 1.159 -0.471 -0.098 -0.25
C -1.547370 -1.413336 1.045752 -0.418 0.638 0.270 -0.07
O -0.882399 -0.776102 2.124891 -0.143 -0.319 0.668 -0.76
H 2.209803 0.997123 -0.310545 -0.297 0.363 -0.072 0.34
H 2.299654 0.152295 -1.618878 0.626 -0.033 -0.335 0.34
H 0.759139 1.925823 -2.601125 -0.436 0.048 -0.216 0.19
H 0.103271 1.833959 -0.974703 0.366 0.004 0.040 0.19
H -1.029782 0.375851 -2.456113 -0.142 -0.491 -0.595 0.20
H 0.554283 -0.493983 -2.845566 -0.559 -0.025 -0.338 0.19
H 0.449609 -1.001989 -0.376792 0.463 -0.009 -0.095 0.34
H -1.353524 0.506035 0.181292 -0.173 0.001 0.031 0.18
H -2.368711 -0.494556 -0.842739 -0.212 -0.416 0.120 0.19
H -2.563989 -1.513084 1.418516 -0.208 0.015 -0.146 0.18
H -1.193163 -2.436037 0.872822 0.224 0.214 -0.268 0.17
H 0.063577 -0.594902 2.034220 -0.243 -0.206 -0.495 0.49
H 0.593578 1.309175 3.133073 -0.188 0.400 0.472 0.49
H 1.994847 1.280105 2.418730 -0.699 -0.106 0.320 0.49
O 1.102596 0.891311 2.448689 1.224 -0.108 -0.803 -0.96
```
Positions in Å, forces in eV/Å.

For the HOMO-LUMO gap, the calculation gives 9.23 eV. The spin multiplicity is 1. The SMILES is NCCNCCO.O. The highest occupied orbital energy comes out at -8.7967 eV.

One molecule with the formula C5H8ClFO in a non-equilibrium geometry. Source: the Open Molecules 2025 dataset; level of theory: ωB97M-V/def2-TZVPD.

```
16
Properties=species:S:1:pos:R:3:forces:R:3:nbo_charge:R:1
C -0.568927 -1.273750 -0.917191 1.753 2.508 1.562 -0.08
C -1.354910 -0.385851 0.068226 -0.043 -0.144 -0.471 -0.19
C -0.462500 0.481351 0.976835 1.068 -1.856 -0.863 -0.48
C 0.472608 1.405865 0.280138 2.168 0.759 -0.809 -0.28
C 1.804635 1.202409 0.139972 -3.183 0.443 0.105 0.23
H 1.151155 -1.550783 -0.162328 0.454 -0.072 0.200 0.48
H -0.005294 -0.588711 -1.586900 -0.247 -0.209 0.312 0.17
H -1.159262 -1.830286 -1.566383 -1.340 -1.397 -0.647 0.19
H -2.009082 -0.986373 0.718037 0.103 0.176 -0.396 0.22
H 0.148455 -0.306174 1.477217 -0.395 0.720 0.078 0.24
H -1.028821 0.999891 1.706555 -0.730 0.458 0.649 0.23
H 0.160626 2.353263 -0.179435 -0.227 -0.431 0.441 0.23
H 2.511765 1.857793 -0.291929 0.479 0.693 -0.449 0.17
O 0.322010 -2.022629 -0.138876 0.192 -1.101 -0.284 -0.72
F 2.357662 0.064535 0.518585 0.826 -1.274 0.615 -0.35
Cl -2.340119 0.579451 -1.042524 -0.879 0.728 -0.043 -0.08
```
Positions in Å, forces in eV/Å.

For the HOMO-LUMO gap, the calculation gives 10.70 eV. The spin multiplicity is 1. The SMILES is OC[C@H](Cl)C/C=C\F. The highest occupied orbital energy comes out at -9.8065 eV.

A 2-piece molecular cluster, C3H7NO2S overall in a non-equilibrium geometry. Source: the Open Molecules 2025 dataset; level of theory: ωB97M-V/def2-TZVPD.

```
14
Properties=species:S:1:pos:R:3:forces:R:3:nbo_charge:R:1
C 3.450560 0.732259 0.282984 -2.115 1.710 1.813 1.03
C -2.194990 0.668259 -0.152700 2.401 0.005 -2.787 -0.39
C -0.103715 -0.753964 -0.771672 -0.052 1.275 -1.022 -0.69
N -0.909415 0.011382 0.304124 1.201 2.212 -1.843 -0.55
O 4.240112 0.135654 -0.256978 2.212 -1.748 -1.702 -0.48
O 2.670636 1.362501 0.873486 -0.189 -0.011 -0.123 -0.55
S 0.915970 -1.869699 0.102611 1.014 0.701 0.216 -0.08
H -2.853418 -0.057047 -0.604110 0.032 -0.305 -0.035 0.23
H -2.537348 1.026303 0.735500 -1.734 1.551 2.144 0.19
H -1.974909 1.503962 -0.939042 -0.231 -1.611 1.652 0.22
H 0.515175 0.031202 -1.341038 -0.835 -1.132 1.009 0.17
H -1.044530 -0.656341 1.023884 -0.489 -0.729 0.882 0.42
H -0.305429 0.769711 0.715382 -0.716 -0.752 -0.114 0.39
H 0.131305 -2.904176 0.027571 -0.499 -1.166 -0.090 0.10
```
Positions in Å, forces in eV/Å.

For the HOMO-LUMO gap, the calculation gives 7.22 eV. The spin multiplicity is 1. The highest occupied orbital energy comes out at -6.7810 eV.

C38H25Br2Cl5CsN6O3 as an isolated structure in a non-equilibrium geometry. Source: the Open Molecules 2025 dataset; level of theory: ωB97M-V/def2-TZVPD.

```
80
Properties=species:S:1:pos:R:3:forces:R:3:lowdin_charge:R:1
Cs -0.154449 0.032345 -0.781439 1.483 -1.404 1.534 1.11
O -3.069772 5.169390 5.073997 -0.081 -0.044 -0.054 -0.06
C -3.667185 4.664988 3.882186 0.097 0.008 0.094 -0.21
C -2.822179 3.545994 3.342289 0.027 0.069 -0.004 -0.19
C -3.393604 2.504185 2.631778 -0.036 -0.041 -0.061 -0.01
C -2.564198 1.531934 2.090325 0.081 0.001 0.029 -0.11
N -1.243212 1.544130 2.225982 -0.171 -0.148 -0.069 0.12
C -0.693828 2.544878 2.909690 0.274 -0.006 -0.085 -0.20
C -1.442258 3.563288 3.484247 -0.039 0.046 0.024 0.04
C 0.806791 2.554499 2.973321 -0.323 -0.096 -0.099 -0.20
C 1.487502 3.242288 3.968077 0.064 0.037 0.058 0.03
C 2.876544 3.258678 3.952377 -0.030 0.004 0.047 -0.20
C 3.647014 4.008948 5.007490 -0.060 0.075 0.005 -0.21
O 3.191244 5.348572 5.169141 0.073 -0.082 0.008 -0.06
C 3.522290 2.578960 2.933955 0.063 -0.057 -0.063 -0.01
C 2.758118 1.901412 1.990688 -0.108 0.024 0.088 -0.10
N 1.432269 1.881307 2.005824 0.186 0.034 -0.082 0.14
H -3.605463 5.899791 5.393832 0.012 0.032 -0.007 0.08
H -3.731094 5.456151 3.127488 -0.009 0.014 -0.036 0.13
H -4.680223 4.299392 4.070138 -0.020 -0.026 0.033 0.12
H -4.465947 2.446517 2.486250 0.022 -0.002 0.006 0.11
H -2.980551 0.707267 1.519315 0.024 0.005 0.018 0.10
H -0.967433 4.375524 4.015924 -0.026 -0.003 -0.009 0.11
H 0.952107 3.761632 4.752400 0.019 -0.012 -0.007 0.12
H 4.714697 3.978242 4.770578 0.031 0.033 -0.012 0.11
H 3.514941 3.540142 5.982746 -0.027 -0.029 0.011 0.13
H 3.209431 5.771773 4.304703 -0.024 0.018 -0.015 0.09
H 4.604522 2.571113 2.868269 -0.021 -0.001 -0.005 0.11
H 3.238650 1.357742 1.184574 -0.021 0.006 -0.006 0.09
C 0.157651 -5.079525 3.074936 0.015 -0.064 -0.055 -0.09
C 0.878757 -5.324422 1.906009 -0.016 0.023 0.054 -0.08
C 1.527604 -4.288016 1.261028 -0.009 -0.121 -0.009 -0.03
C 1.426734 -3.008010 1.788056 0.220 0.530 -0.258 -0.26
C 0.693810 -2.746182 2.925865 -0.149 -0.027 0.206 -0.05
C 0.072315 -3.797398 3.590718 0.031 0.100 -0.077 -0.10
N 2.041431 -1.857102 1.158265 -0.155 -0.451 0.163 0.10
N 3.035187 -2.159095 0.499872 0.338 0.433 -0.329 0.09
C 3.673454 -1.044823 -0.171717 -0.052 -0.613 0.135 -0.34
C 4.915586 -0.640765 0.299813 0.139 0.059 0.062 -0.04
C 5.599873 0.316247 -0.424440 0.021 0.014 0.025 -0.08
C 5.036529 0.805277 -1.596669 0.010 -0.012 0.007 -0.07
C 3.800195 0.316813 -1.978972 -0.176 0.026 0.118 -0.12
N 3.115993 -0.590897 -1.275730 0.023 0.141 -0.033 0.09
H -0.368041 -5.891537 3.561465 0.014 -0.007 -0.006 0.10
H 0.907377 -6.321310 1.483574 -0.007 0.001 0.018 0.11
H 2.067798 -4.444846 0.336779 -0.013 -0.001 0.022 0.11
H 0.599753 -1.719857 3.260198 -0.007 -0.025 0.014 0.11
H -0.516707 -3.602610 4.477619 0.010 -0.012 -0.003 0.10
H 5.318653 -1.075834 1.204980 -0.009 -0.003 -0.025 0.11
H 6.566909 0.667902 -0.086377 -0.006 0.005 -0.010 0.10
H 5.541785 1.542413 -2.205220 0.006 -0.002 0.015 0.10
H 3.318826 0.671655 -2.883304 -0.007 0.003 0.001 0.12
Cl -2.350175 -2.693303 1.287076 0.036 -0.094 -0.213 0.57
C -1.504608 -3.590856 -0.030773 -0.358 0.125 0.146 -0.70
C -0.647170 -2.886872 -0.827482 -0.229 -0.608 -0.098 -0.35
C -0.067252 -3.617842 -1.829157 0.176 0.027 -0.135 -0.71
Cl 1.022166 -2.755754 -2.969486 -0.166 -0.256 0.132 0.55
C -0.262239 -4.981875 -2.023301 0.071 -0.060 -0.076 -0.71
Cl 0.559594 -5.864610 -3.277646 -0.055 0.040 0.078 0.62
C -1.149813 -5.651105 -1.177128 -0.007 0.016 -0.012 -0.72
Cl -1.433889 -7.348977 -1.370369 0.015 0.040 -0.002 0.63
C -1.811703 -4.938630 -0.177065 0.052 -0.043 0.174 -0.72
Cl -2.942883 -5.753225 0.865630 0.095 0.028 -0.093 0.62
Br -0.229934 4.842690 -3.248415 0.020 0.022 0.001 0.71
C -1.631246 3.572128 -3.398257 -0.154 -0.029 -0.144 -0.62
C -2.625710 3.790083 -4.356632 0.179 0.071 0.084 -0.20
C -3.648748 2.901253 -4.517475 -0.012 -0.155 0.105 -0.65
Br -4.967384 3.242731 -5.847904 -0.030 0.020 -0.032 0.70
C -3.724766 1.742209 -3.705552 -0.086 -0.017 -0.028 -0.20
C -4.743136 0.765960 -3.805495 -0.004 0.083 -0.071 -0.05
C -4.740239 -0.317533 -2.979172 -0.008 -0.111 0.107 -0.06
C -3.715619 -0.440004 -2.021337 0.012 0.070 -0.083 -0.15
N -2.752613 0.439431 -1.902091 -0.445 0.444 -0.342 -0.01
C -2.725397 1.526967 -2.724650 0.035 -0.118 0.136 -0.15
C -1.591600 2.453545 -2.542165 -0.004 0.101 0.009 -0.49
O -0.683017 2.226626 -1.696247 -0.865 1.938 -1.017 -0.46
H -2.577604 4.673772 -4.979160 0.025 0.000 0.016 0.09
H -5.518659 0.890840 -4.549373 -0.003 0.003 -0.002 0.07
H -5.508757 -1.076425 -3.049081 0.005 0.003 0.004 0.10
H -3.687497 -1.288581 -1.342186 0.021 0.008 -0.018 0.10
```
Positions in Å, forces in eV/Å.

For the HOMO-LUMO gap, the calculation gives 6.20 eV. The spin multiplicity is 1. As for the charge: -1. The highest occupied orbital energy comes out at -4.4155 eV.

Quick rundown of electronic energy, same order as above: -479.88831; -363.32373; -420.75290; -830.57610; -721.84932; -9486.50288 a.u.